ORCA calculation (ωB97M-V/def2-TZVPD) on a 2-piece molecular cluster, C5H11NO overall at a distorted geometry.

```
18
Properties=species:S:1:pos:R:3:forces:R:3:mulliken_charge:R:1
C 2.273 -0.355 -1.147 0.2 0.0 -0.1 -1.1512
C 1.298 -0.513 -0.042 0.0 0.2 -0.1 0.4036
C 0.950 0.223 1.196 0.1 0.1 0.4 -0.6663
N 0.073 -0.041 0.067 -0.2 -0.6 0.1 0.1542
C -1.148 0.151 -0.329 0.2 0.5 -0.4 -0.2793
C -2.175 0.723 0.576 -1.2 -0.4 0.5 -0.6155
O -1.810 1.841 1.352 0.7 0.6 -0.3 -0.5403
H 1.919 -0.846 -2.059 0.0 0.1 0.2 0.2580
H 3.225 -0.813 -0.868 -0.1 0.1 -0.1 0.3132
H 2.460 0.706 -1.376 0.0 -0.1 0.0 0.3483
H 0.075 -2.556 -0.427 -0.2 -0.1 -0.1 -0.1896
H 1.172 1.286 1.345 0.0 -0.1 0.0 0.2273
H 0.743 -0.332 2.112 0.1 0.1 -0.1 0.2239
H -1.380 -0.097 -1.356 0.0 0.0 0.0 0.4703
H -0.610 -2.792 -0.638 0.2 0.0 0.0 0.1558
H -3.069 0.996 0.004 0.1 -0.3 -0.3 0.3119
H -2.510 0.027 1.341 0.0 -0.5 -0.1 0.2424
H -1.455 2.444 0.691 0.2 0.5 0.3 0.3333
```
Forces are in eV/Å.

Calculated values
2S+1   1
Highest occupied orbital energy   -7.07 eV
Relative energy (zero: lowest compared OMol25 entry of this formula, charge and spin)   128.3 kcal per mole
Strongest force on any atom   1.3 eV/Å

ORCA calculation (ωB97M-V/def2-TZVPD) on the molecule C5H11NO.

```
18
Properties=species:S:1:pos:R:3:forces:R:3:mulliken_charge:R:1
C 2.782 0.465 -0.191 0.2 0.0 0.0 -0.8450
N 1.528 -0.215 -0.462 -0.2 0.1 -0.1 -0.1960
C 0.488 -0.063 0.414 0.0 0.1 0.1 0.2629
O 0.675 0.165 1.598 0.0 0.0 -0.4 -0.6214
C -0.906 -0.087 -0.214 0.0 0.0 0.0 0.8096
C -1.572 -1.461 -0.123 0.0 -0.1 0.1 -1.3884
C -1.738 1.003 0.462 -0.1 0.0 0.0 -1.5078
H 2.572 1.457 0.226 0.1 -0.1 0.0 0.2724
H 3.321 0.582 -1.134 0.0 0.0 0.2 0.3442
H 3.411 -0.075 0.519 -0.1 0.0 -0.1 0.2444
H 1.287 -0.366 -1.429 0.0 0.2 0.1 0.3094
H -0.789 0.171 -1.276 0.0 -0.1 0.1 0.1908
H -1.716 -1.744 0.925 0.0 0.0 -0.1 0.3204
H -0.970 -2.237 -0.610 -0.1 0.1 0.1 0.3508
H -2.552 -1.433 -0.612 0.2 0.0 0.1 0.3759
H -2.737 1.061 0.018 0.1 0.0 0.0 0.4165
H -1.830 0.795 1.532 0.0 0.0 -0.2 0.3006
H -1.255 1.981 0.359 -0.1 -0.1 0.0 0.3609
```
Forces are in eV/Å.

Calculated values
2S+1   1
Highest occupied orbital energy   -9.58 eV
Relative energy (zero: lowest compared OMol25 entry of this formula, charge and spin)   5.9 kcal per mole
Strongest force on any atom   0.4 eV/Å
SMILES string   CNC(=O)C(C)C

ORCA calculation (ωB97M-V/def2-TZVPD) on the molecule C5H11NO.

```
18
Properties=species:S:1:pos:R:3:forces:R:3:mulliken_charge:R:1
C 1.524 1.497 0.261 0.2 0.2 -0.1 -1.1308
C 0.515 0.871 1.210 0.0 0.0 0.3 -0.4508
N -0.526 0.244 0.437 0.1 0.1 -0.2 -0.3427
C -1.181 -0.937 0.941 -0.3 -0.2 0.3 -0.5329
C -0.200 -1.010 -0.191 0.1 -0.2 -0.2 0.2415
C -0.552 -1.075 -1.675 0.0 -0.4 0.1 -0.7101
O -1.573 -0.170 -2.008 -0.1 0.1 0.1 -0.5418
H 2.256 2.052 0.843 0.1 0.2 -0.1 0.3967
H 1.033 2.179 -0.442 0.0 0.0 0.2 0.2979
H 2.085 0.769 -0.353 -0.4 0.0 0.4 0.2904
H 1.010 0.144 1.882 -0.1 0.1 -0.2 0.2829
H 0.016 1.613 1.854 0.4 0.0 -0.2 0.3220
H -0.842 -1.319 1.914 0.0 0.1 -0.4 0.2713
H -2.267 -0.960 0.822 0.3 -0.1 -0.2 0.2355
H 0.767 -1.470 0.064 -0.3 0.2 0.0 0.4072
H 0.346 -0.893 -2.299 -0.2 0.0 0.4 0.2476
H -0.902 -2.085 -1.904 0.0 0.0 -0.1 0.3108
H -1.508 0.549 -1.354 0.0 -0.1 -0.1 0.4052
```
Forces are in eV/Å.

Calculated values
2S+1   1
Highest occupied orbital energy   -9.51 eV
Relative energy (zero: lowest compared OMol25 entry of this formula, charge and spin)   47.3 kcal per mole
Strongest force on any atom   0.6 eV/Å
SMILES string   CCN1C[C@H]1CO